Record 1
A 3-piece molecular cluster, C23H55N10O3P2 overall at a distorted geometry. Source: the Open Molecules 2025 dataset; level of theory: wB97M-V/def2-TZVPD.

Results
Maximum force: 7.36 eV/Å
LUMO: -2.96 eV
Total charge: +1
E_tot: -64347.635 eV
Multiplicity: 1

Geometry as XYZ:
```
93
Properties=species:S:1:pos:R:3:forces:R:3
C -4.843876 0.510756 4.162206 0.3621 0.1517 1.6262
C -4.140966 -0.140819 4.929360 0.1956 0.2668 0.1441
C -3.107585 -0.832432 5.912544 -0.8620 1.1510 -2.1648
C -1.758619 0.024252 5.850765 -0.0623 0.4434 0.0463
C -1.192673 0.454391 7.295109 -0.1377 -2.1598 -1.0079
N -1.707575 1.749569 7.782925 1.3412 1.0114 -0.2072
N -2.913839 1.711185 8.406829 -1.5682 3.1558 1.0821
C -3.263768 3.024371 8.755484 2.9164 0.5171 -1.4535
N -2.260797 3.936277 8.375547 -0.8485 -4.8267 -0.3026
C -1.278455 3.078114 7.754449 -2.2633 -0.2564 1.0693
N -0.139750 3.531260 7.241273 0.3252 0.7898 -0.1424
C 0.967028 2.768578 6.618527 1.2615 -0.2239 -0.3072
C 0.653610 2.200129 5.162584 -0.3400 -0.0334 0.7699
C 1.528998 2.830012 3.998483 -1.3059 0.1292 -0.2242
O 0.895977 2.452861 2.748505 0.9264 -0.5774 1.1356
C 1.108996 1.056126 2.459061 -0.2991 -0.4889 -0.7869
H -5.534252 1.289990 3.745729 1.1332 -1.5427 0.2839
H -2.885815 -1.845213 5.466988 -0.4584 0.9060 0.9817
H -3.578155 -0.875378 6.938481 0.5809 -0.2332 -1.1487
H -1.945542 0.954692 5.225486 0.2668 -1.2090 0.8496
H -0.979068 -0.585703 5.295686 -0.8382 0.7781 0.8399
H -1.570635 -0.351399 8.013885 0.6553 1.2500 -0.6458
H -0.073640 0.348782 7.279390 -1.2646 0.7381 0.2973
H -3.414662 0.831965 8.554953 0.3239 0.6048 -0.1236
H -4.208554 3.362577 9.255690 1.1325 -0.7801 -0.5825
H -0.003851 4.550920 7.302602 -0.4024 -0.8962 0.0544
H 1.301814 1.984070 7.367466 -0.3690 0.8172 -1.0634
H 1.859498 3.472042 6.505281 -1.3518 -0.7196 0.4474
H -0.435622 2.451483 4.938270 1.4443 -0.3682 0.0762
H 0.752283 1.070470 5.217971 -0.0515 1.4148 -0.3640
H 1.432767 3.967845 4.032538 0.3455 -1.5018 0.0732
H 2.612008 2.504073 4.020107 -1.0882 0.3485 0.0908
H 2.218565 0.835483 2.482275 -1.1457 0.0742 -0.1663
H 0.657936 0.860764 1.430175 0.8157 0.2485 1.3579
H 0.570627 0.344294 3.164233 0.5944 0.9466 -0.6394
O -0.642135 -1.563245 0.401891 -2.2301 -0.6649 2.9803
P -1.791087 -2.199542 -0.397602 3.9430 1.6244 -5.8433
N -0.778430 -3.336451 -1.193028 0.5278 -1.1331 -0.5667
C 0.398816 -2.905277 -1.936001 0.1757 0.5301 -0.0699
C -0.388682 -4.431660 -0.305148 -0.4947 -0.0235 0.0535
N -2.135758 -0.820726 -1.335419 -0.4582 1.5329 0.6778
C -1.844557 -0.655173 -2.745036 -0.5533 -0.3126 -0.4506
C -2.006718 0.469508 -0.664364 0.4267 -0.1062 0.2748
N -3.193051 -2.944339 -1.231591 -1.3572 -1.1167 2.2214
C -4.242419 -3.296832 -0.265960 -0.3885 0.3566 -0.1238
C -3.128232 -3.974456 -2.260404 0.5124 -0.5714 -0.0221
H 0.901159 -3.762852 -2.392669 -0.1549 -0.1670 0.2174
H 1.127553 -2.383765 -1.304518 0.0256 -0.0056 -0.0739
H 0.135487 -2.258165 -2.769559 -0.0200 0.1516 0.1486
H -1.267125 -4.834591 0.212883 -0.0283 0.0339 0.0562
H 0.327695 -4.101603 0.456185 0.0185 -0.0170 0.0184
H 0.051885 -5.258225 -0.869077 -0.0144 0.1290 -0.0906
H -0.808021 -0.341341 -2.912100 0.0564 -0.0115 0.0246
H -2.495097 0.111305 -3.180875 -0.0020 0.0217 0.1344
H -2.033758 -1.556810 -3.327150 0.0714 -0.1258 0.1630
H -0.961048 0.803074 -0.634972 -0.0044 0.1152 0.0514
H -2.375467 0.412855 0.361404 0.1339 -0.0206 -0.0521
H -2.598170 1.238551 -1.169268 -0.0149 -0.2066 -0.1930
H -3.954331 -4.168124 0.331614 -0.2038 -0.0951 0.0093
H -5.191457 -3.509443 -0.765084 0.1101 -0.0283 -0.0451
H -4.421548 -2.460553 0.419053 0.1014 0.0262 0.0127
H -2.848444 -4.953953 -1.855735 -0.0044 -0.0690 -0.1496
H -2.436808 -3.721261 -3.062189 0.1175 0.0672 0.2964
H -4.109126 -4.081274 -2.737616 -0.1663 0.2101 0.3867
O 1.734789 -0.080375 -4.051440 -0.4895 -3.6609 -0.9509
P 2.508773 -0.095555 -5.386113 0.5931 7.2008 1.4178
N 3.906084 0.641253 -4.688458 1.2627 0.3919 0.2765
C 3.808661 1.891210 -3.945677 -0.4540 0.1952 0.0955
C 4.678897 -0.309252 -3.888679 -0.0274 -0.2495 -0.4090
N 1.481448 1.009869 -6.186647 -1.6293 -0.2926 -0.2961
C 1.797722 2.386542 -6.497668 0.4307 -0.0925 -0.7357
C 0.054427 0.892550 -5.900530 0.0141 -0.0625 0.5072
N 3.401512 -0.174802 -6.938898 0.2623 -2.7632 -0.2681
C 3.370348 -1.538672 -7.484807 -0.3320 0.0322 -0.4474
C 4.707310 0.414379 -7.206694 0.5810 0.0441 0.4966
H 4.796647 2.212638 -3.604217 0.0692 -0.2823 -0.0440
H 3.156279 1.811151 -3.067702 0.0376 0.0402 0.0086
H 3.448931 2.703105 -4.574038 -0.1437 -0.1013 -0.0288
H 4.840972 -1.237068 -4.449501 -0.0586 -0.0430 -0.0022
H 4.164593 -0.566839 -2.955513 0.0021 -0.0230 0.0175
H 5.667611 0.090828 -3.647770 -0.0859 0.1131 -0.0636
H 1.618810 3.048583 -5.642731 -0.0320 -0.0095 0.0720
H 1.175905 2.742747 -7.326024 -0.0634 -0.0872 0.0735
H 2.826486 2.518186 -6.831697 0.0595 -0.1266 0.1398
H -0.205951 1.392753 -4.958424 -0.1275 -0.0383 0.0241
H -0.244700 -0.154162 -5.824552 0.0561 0.0949 0.1095
H -0.547192 1.333368 -6.700432 0.2595 0.0786 -0.0862
H 4.020814 -2.208780 -6.913392 0.0665 -0.1089 -0.1715
H 3.677927 -1.557684 -8.533505 0.0450 0.0819 0.0880
H 2.351387 -1.938941 -7.443038 -0.0158 0.0371 0.0976
H 5.521085 -0.127338 -6.711173 0.1083 0.1068 -0.0626
H 4.761163 1.461753 -6.914806 -0.1435 -0.1861 0.2159
H 4.905732 0.396532 -8.284397 -0.3343 -0.3386 -0.0157
```
Forces are in eV/Å.

***

Record 2
C23H55N3O2OsP4 as an isolated structure at a distorted geometry. Source: the Open Molecules 2025 dataset; level of theory: wB97M-V/def2-TZVPD.

Results
Maximum force: 5.18 eV/Å
LUMO (spin up / spin down): -12.59 / -13.78 eV
Total charge: +4
Relative energy (zero: lowest compared OMol25 entry of this formula, charge and spin): 417.00 kJ/mol
E_tot: -72888.546 eV
⟨S²⟩: 6.05
Multiplicity: 5

Geometry as XYZ:
```
88
Properties=species:S:1:pos:R:3:forces:R:3
Os 1.290228 0.035775 -1.915275 -4.3622 -2.5523 1.1153
P 2.325484 0.866020 -0.015821 1.8565 1.7094 1.2247
P -0.082671 1.882361 -1.482977 -1.8020 1.3632 -0.8841
P 3.160696 -0.880712 -2.785969 3.8543 -1.2967 -1.7644
H -0.474686 -1.061467 0.808421 0.4677 -0.2004 0.0239
C 0.241975 -1.826056 0.479431 -0.3351 -0.4856 -0.7681
C 1.260743 -2.250221 1.242787 0.5902 0.7769 -0.2618
H 1.500636 -1.697953 2.187575 -0.1951 -0.8774 -0.9169
C 1.588297 1.398315 1.619005 -0.6506 -0.5884 -0.3008
C 3.020013 2.458998 -0.620164 0.1793 0.0414 0.4041
C 3.742545 -0.118788 0.553248 -0.0146 -0.0708 -0.0488
C -1.715969 1.016380 -1.499692 -0.3147 -0.1745 0.0331
C -0.408690 3.126775 -0.240181 0.8494 -0.0221 1.0478
C 0.353184 2.858651 -2.991327 -0.5760 -0.1226 0.0487
C 3.818413 -2.351311 -1.892781 -0.0216 0.1233 0.3243
C 4.540523 0.345743 -2.938440 -0.4887 0.0181 0.0287
C 3.036575 -1.524586 -4.515357 -0.8174 0.4851 0.8140
H -0.021170 -2.308781 -0.496326 0.3818 0.2070 1.0579
H 1.973979 -3.031957 0.897393 -0.7319 0.4934 0.5013
H 2.137942 0.991582 2.480259 0.1088 -0.1401 -0.5710
H 0.555939 1.054676 1.697843 -0.0334 0.0829 0.0512
H 1.612199 2.483707 1.723140 0.0722 -0.0918 -0.2637
H 2.311606 3.006745 -1.247190 0.2056 -0.1032 0.2499
H 3.917353 2.289447 -1.209273 0.0609 0.0411 0.0859
H 3.265623 3.088465 0.241199 0.1446 -0.0493 -0.1850
H 3.441462 -1.137900 0.763069 -0.0701 -0.1104 0.0256
H 4.127156 0.309664 1.473138 0.0052 0.2131 0.1267
H 4.552629 -0.137889 -0.160063 0.1118 0.0790 -0.2169
H -2.313800 1.310616 -2.375557 0.0402 0.0561 0.4661
H -2.255334 1.206807 -0.567116 0.1210 0.2356 -0.2099
H -1.551871 -0.076342 -1.535245 -0.1502 0.5199 -0.0281
H -0.951636 3.963069 -0.662242 -0.1909 0.0376 -0.4835
H 0.491927 3.517130 0.205353 0.3025 0.3229 0.0458
H -0.990464 2.676876 0.551041 -0.1772 -0.1863 0.2281
H -0.480120 3.521922 -3.235760 0.1696 0.1232 -0.1019
H 0.559064 2.176816 -3.827078 -0.1367 0.4038 0.0684
H 1.259834 3.442921 -2.814141 -0.2449 0.0950 0.0285
H 4.208208 -3.120822 -2.576605 -0.2272 0.4054 0.0221
H 3.023979 -2.789421 -1.280772 0.1416 -0.0636 -0.0957
H 4.634247 -2.035854 -1.236589 -0.1371 -0.1424 -0.0824
H 5.112692 0.144407 -3.851137 -0.0955 -0.0489 0.2348
H 5.209640 0.326042 -2.072586 -0.1295 -0.0091 -0.2181
H 4.093051 1.342303 -3.030651 0.2531 -0.1360 -0.1176
H 4.044972 -1.723047 -4.882881 -0.0900 -0.0050 0.0822
H 2.536958 -0.764767 -5.111697 0.0794 -0.0683 -0.3333
H 2.434832 -2.431734 -4.483353 0.0637 -0.0397 -0.1897
C -0.725383 -1.699409 -3.783733 1.1815 -0.0409 0.3239
C -1.547064 -0.634156 -4.266716 -0.0447 0.2729 -0.6711
C -2.251932 -0.721610 -5.456634 -0.0180 1.8498 1.3076
C -2.089990 -1.818885 -6.290072 0.1140 -0.5521 -0.2407
C -1.287449 -2.886066 -5.830945 0.6108 -0.8467 0.4220
C -0.651247 -2.874037 -4.601445 -0.3494 0.2206 -0.7439
O 0.061746 -1.621560 -2.705655 -0.2869 0.7698 -1.4219
H 0.026214 0.669421 -2.751828 1.4858 -0.7494 -0.3162
H -1.460926 0.311176 -3.754335 -0.4770 -0.0836 -0.1391
H -2.862354 0.150371 -5.753301 0.4178 -0.6543 0.0174
H -2.509493 -1.818256 -7.299767 0.0455 -0.1444 0.3879
H -1.144343 -3.730640 -6.498203 0.0151 -0.0013 0.1683
H 0.018654 -3.653389 -4.276718 -0.1259 -0.3349 -0.0459
C -0.172962 -1.299793 4.467273 0.2435 -0.5093 0.2489
N -1.476379 -1.218261 3.820812 -0.3591 1.5037 -0.7779
C -1.935254 -2.489851 3.273489 0.3371 -0.7091 0.1098
P -2.011472 0.211208 3.134606 2.7779 -3.2479 -0.8712
O -1.518094 0.616796 1.776898 -0.6142 0.3441 1.1304
N -3.629304 -0.113186 3.090044 -1.9362 1.5565 0.7621
C -4.490603 0.663206 2.186300 -0.0249 0.0782 -0.9112
C -4.339758 -0.478562 4.319269 -0.2983 -1.0569 0.3435
N -1.585209 1.240202 4.351928 -0.9280 1.1082 0.6235
C -1.427519 2.666785 4.066712 0.3391 0.5320 0.2158
C -1.837220 0.924681 5.763502 -0.2509 0.5995 0.7894
H 0.558604 -1.808811 3.816934 -0.3035 0.1970 0.4148
H -0.299437 -1.902138 5.384395 0.2741 0.2546 -0.2840
H 0.206620 -0.314224 4.742333 0.0600 -0.2109 -0.1230
H -1.677916 -3.265658 4.035223 -0.3802 0.4049 -0.7288
H -3.020607 -2.471515 3.119961 0.3166 -0.2177 -0.0384
H -1.410840 -2.718688 2.318895 -0.4584 -0.0795 0.6296
H -4.024269 0.731092 1.185241 -0.1972 -0.0078 0.6622
H -5.457137 0.140171 2.086906 0.4051 0.2617 0.1485
H -4.679907 1.689944 2.568140 0.0629 -0.5348 -0.0501
H -5.299617 -0.938273 4.036909 0.2705 0.2332 0.0925
H -3.774219 -1.219843 4.904444 -0.1789 0.3768 -0.3195
H -4.562126 0.399114 4.954652 0.0463 -0.1381 -0.3645
H -0.593564 2.827333 3.370205 -0.3259 -0.0803 0.0899
H -2.351114 3.101589 3.644900 0.2771 -0.1209 0.1212
H -1.201114 3.178088 5.018279 -0.1146 -0.1451 -0.5865
H -2.673690 0.237233 5.929688 0.3795 0.0485 -0.2629
H -0.948566 0.497627 6.251039 -0.1871 0.0887 -0.2263
H -2.081943 1.868185 6.281720 0.1324 -0.4836 -0.1837
```
Forces are in eV/Å.